No. 1
# C45H55BrF3N10SSrTe

A structure of composition C45H55BrF3N10SSrTe at a distorted geometry (ωB97M-V/def2-TZVPD, the OMol25 dataset).

Structure (XYZ):
```
117
Properties=species:S:1:pos:R:3:mulliken_charge:R:1
Sr -0.99955 -0.39724 -1.04267 1.84
C -1.33197 5.20842 0.52936 -0.36
C -0.52071 4.78972 1.75376 -0.60
N 0.27719 3.59955 1.49936 -0.06
C -0.28072 2.36719 1.42766 -0.34
S 0.73565 1.11965 0.67407 -0.11
N -1.40501 2.20012 2.07323 -0.50
N -2.04318 1.01571 2.11156 0.81
C -2.81957 0.91824 3.13828 0.30
C -2.91342 2.01613 4.16722 -1.35
C -3.60194 -0.30204 3.38241 0.48
C -4.22572 -0.50608 4.62035 -0.91
C -4.90736 -1.68383 4.86122 -0.44
C -4.99693 -2.63099 3.85836 -1.03
C -4.38003 -2.33529 2.65258 0.09
N -3.70078 -1.22604 2.42063 0.09
H -1.94149 6.08803 0.74518 0.46
H -1.98294 4.38804 0.23289 -0.17
H -0.66665 5.42759 -0.30700 0.14
H -1.18853 4.56777 2.58511 0.12
H 0.17253 5.58141 2.04551 0.40
H 1.06751 3.71215 0.87692 -0.01
H -3.95456 2.24060 4.40628 0.43
H -2.43607 2.90055 3.75487 0.01
H -2.39226 1.72987 5.08444 0.32
H -4.15391 0.24838 5.39020 0.34
H -5.35362 -1.85968 5.83232 0.40
H -5.52146 -3.56574 3.99855 0.39
H -4.44190 -3.03466 1.82652 0.42
C 2.83339 -0.81612 3.40637 -1.11
N 1.66892 -1.69552 3.53165 0.09
C 0.52954 -1.01428 4.13602 -0.98
C 1.36970 -2.53981 2.48425 0.30
N 0.17500 -2.59066 2.00121 0.03
C -0.40472 -3.72429 1.49016 -0.39
C -0.36046 -4.92684 2.20914 -0.07
C -1.10445 -6.03556 1.84842 -1.03
C -1.93396 -5.98002 0.74221 -0.75
C -1.98288 -4.81152 0.00186 -0.22
C -1.21276 -3.69233 0.32860 -0.64
N -1.33153 -2.53074 -0.43988 -0.40
C -1.54054 -2.56459 -1.70417 0.70
N -2.17755 -1.52420 -2.26898 -0.57
C -2.01041 -1.02799 -3.57947 -1.17
C -3.19374 -0.95880 -1.46553 -0.56
N -1.09106 -3.51934 -2.60558 0.55
C 0.02328 -4.37678 -2.27967 -0.79
C -2.03651 -4.02697 -3.57923 -1.32
N 2.40238 -3.34413 2.06196 0.60
C 2.43408 -3.85193 0.70888 -0.81
C 3.49207 -3.74329 2.91917 -1.29
H 2.49849 0.17885 3.11234 0.32
H 3.50635 -1.17896 2.63360 0.41
H 3.35724 -0.77100 4.36545 0.22
H 0.12344 -0.26413 3.45716 0.21
H 0.87619 -0.53410 5.05283 0.32
H -0.24983 -1.73747 4.37125 0.30
H 0.26165 -4.95858 3.09637 0.46
H -1.04799 -6.93834 2.44448 0.40
H -2.54175 -6.83017 0.45930 0.42
H -2.65054 -4.73558 -0.85159 0.34
H -2.80241 -1.35454 -4.26682 0.38
H -1.05536 -1.34596 -3.99820 0.39
H -2.05796 0.06714 -3.57718 0.24
H -4.10078 -1.57460 -1.49924 0.43
H -3.48085 0.03228 -1.80679 0.34
H -2.86213 -0.94626 -0.44224 0.29
H 0.65714 -3.88129 -1.55150 0.08
H 0.61682 -4.54479 -3.18020 0.46
H -0.29991 -5.34267 -1.87537 0.32
H -3.00479 -3.54412 -3.45521 0.42
H -2.18721 -5.10296 -3.43868 0.40
H -1.69494 -3.85278 -4.60469 0.31
H 1.84349 -3.19362 0.07504 -0.21
H 2.04788 -4.87617 0.63659 0.24
H 3.46301 -3.83224 0.34481 0.52
H 3.30005 -3.41700 3.93782 0.39
H 4.44948 -3.32980 2.58345 0.34
H 3.57729 -4.83635 2.91183 0.37
Br -4.74591 5.00663 -3.96807 -0.27
C -3.50822 3.84444 -3.06283 -0.29
C -2.26152 3.60769 -3.60627 -0.35
C -1.39183 2.74978 -2.93424 -1.53
C -1.68121 2.09586 -1.71658 1.52
C -2.96803 2.42000 -1.22925 -0.68
C -3.87964 3.25615 -1.87040 -0.19
H -1.97116 4.07574 -4.53959 0.43
H -0.41869 2.58342 -3.39483 0.28
H -3.29416 1.97968 -0.28568 0.20
H -4.85999 3.44030 -1.44583 0.42
F 1.66918 -1.96914 -2.64573 -0.27
C 1.72137 -0.72762 -1.92765 0.08
F 2.71040 -1.01326 -0.97826 -0.20
F 2.41984 0.05641 -2.84103 -0.32
Te 1.81068 2.87912 -1.39860 0.28
C 2.69110 4.31094 -2.85341 -0.50
C 2.60859 4.02966 -4.21606 0.08
C 3.21973 4.84454 -5.15955 -0.66
C 3.92646 5.96621 -4.75012 -0.40
C 4.00574 6.26915 -3.39761 -0.60
C 3.38936 5.45095 -2.46190 -0.08
C 3.81935 2.21032 -1.02080 0.27
C 4.78199 2.16711 -2.02218 -0.34
C 6.02212 1.59868 -1.77307 -0.63
C 6.32173 1.07912 -0.52259 -0.58
C 5.36859 1.13882 0.48075 -0.49
C 4.12356 1.69960 0.23640 -0.34
H 2.07867 3.13621 -4.52965 0.33
H 3.15595 4.60239 -6.21414 0.37
H 4.41107 6.60201 -5.48102 0.35
H 4.55567 7.14682 -3.07744 0.37
H 3.45827 5.67676 -1.40324 0.31
H 4.55668 2.54967 -3.00785 0.38
H 6.74840 1.54582 -2.57547 0.36
H 7.28350 0.61417 -0.34223 0.34
H 5.58776 0.73761 1.46426 0.41
H 3.35213 1.70162 0.99053 0.50
```

Values from the calculation:
M   1120.19 g/mol
Total charge   -1
Highest occupied orbital energy   -4.34 eV
Kohn-Sham gap   6.14 eV
2S+1   1



No. 2
# C45H55Cl11CsNP2Si2

A structure of composition C45H55Cl11CsNP2Si2 at a distorted geometry (ωB97M-V/def2-TZVPD, the OMol25 dataset).

Structure (XYZ):
```
117
Properties=species:S:1:pos:R:3:mulliken_charge:R:1
Cs -1.54701 -0.73050 -2.46388 1.36
C 4.03122 -0.27260 -1.31134 -1.78
Si 2.32462 -0.36122 -0.43726 0.80
C 2.47529 0.99583 0.90743 0.77
C 3.22634 0.76430 2.06217 -0.31
C 3.37964 1.74422 3.03014 -0.79
C 2.75735 2.97642 2.86538 -0.84
C 1.98955 3.21412 1.73625 -0.38
C 1.85311 2.24262 0.74455 -0.02
P 0.73663 2.35909 -0.71994 0.46
C -0.86442 3.02326 0.03596 0.70
C -1.08284 4.53722 0.20498 -0.50
C -2.21483 4.82584 1.21279 -0.94
C -3.24577 3.69874 1.20884 -0.88
C -2.61473 2.42255 1.77643 0.34
C -1.14077 2.29743 1.35505 -0.52
C 1.20789 3.84538 -1.79654 0.46
C 2.24048 4.84456 -1.26550 -1.53
C 3.66410 4.28314 -1.27713 -0.06
C 4.04008 3.79043 -2.67453 -1.20
C 3.02427 2.75532 -3.15199 0.60
C 1.62893 3.35616 -3.19221 -1.17
C 2.18533 -2.13744 0.20654 0.78
C 3.16752 -3.07857 -0.11460 -0.61
C 3.03144 -4.41501 0.21828 -1.15
C 1.88923 -4.84890 0.87270 -2.36
C 0.89216 -3.93741 1.17850 0.12
C 1.01916 -2.59002 0.85278 -0.27
P -0.30557 -1.35598 1.16370 0.37
C -0.02709 -1.04701 2.99535 1.29
C -1.06555 -0.06771 3.57478 0.74
C -1.06013 -0.09481 5.11203 -1.16
C 0.35932 -0.32212 5.62999 -0.63
C 0.88224 -1.71063 5.20723 -1.06
C 0.15746 -2.22492 3.95384 -0.65
C -1.93450 -2.26884 1.03095 4.12
C -2.00423 -2.99358 -0.34244 -0.25
C -2.38133 -4.46908 -0.22262 -0.52
C -3.70706 -4.65830 0.52511 -1.51
C -3.85162 -3.67236 1.69964 -0.27
C -2.49351 -3.13733 2.16507 -0.38
H 4.79520 -0.82216 -0.75503 0.60
H 4.38941 0.75066 -1.40673 0.52
H 3.96626 -0.70463 -2.31226 0.41
H 3.70391 -0.20165 2.19942 0.49
H 3.97610 1.55331 3.91491 0.38
H 2.85687 3.74812 3.61954 0.37
H 1.47653 4.16178 1.64445 0.12
H -1.60654 2.66141 -0.68656 0.57
H -1.36098 4.97515 -0.75574 0.42
H -0.17167 5.04182 0.53285 -0.19
H -2.68903 5.77794 0.96103 0.54
H -1.80786 4.92564 2.22474 0.27
H -3.58993 3.52432 0.18617 0.27
H -4.12233 3.97315 1.79869 0.57
H -3.18068 1.55398 1.43850 -1.11
H -2.67018 2.44537 2.86873 0.42
H -0.86599 1.24499 1.25109 -1.03
H -0.50112 2.73211 2.12512 0.30
H 0.25368 4.36147 -1.92252 0.36
H 1.98358 5.17434 -0.25728 0.23
H 2.21099 5.73122 -1.91144 0.63
H 3.73408 3.44830 -0.57619 -0.06
H 4.36347 5.05699 -0.94651 0.41
H 5.04470 3.35789 -2.66093 0.46
H 4.05149 4.63782 -3.36969 0.43
H 2.99156 1.92488 -2.44453 -0.72
H 3.30161 2.35888 -4.12978 0.42
H 0.91829 2.60771 -3.55141 0.20
H 1.60575 4.19893 -3.89375 0.55
H 4.05305 -2.77413 -0.65665 0.29
H 3.80458 -5.12435 -0.04967 0.41
H 1.76624 -5.89500 1.12452 0.73
H -0.00241 -4.28660 1.67353 0.79
H 0.93629 -0.52937 2.96215 -0.48
H -2.06953 -0.29242 3.20306 -0.52
H -0.82131 0.93996 3.23714 -0.36
H -1.71466 -0.88696 5.48717 0.41
H -1.45039 0.85121 5.49552 0.51
H 0.38993 -0.22292 6.71807 0.53
H 1.00220 0.45838 5.21277 0.17
H 0.75412 -2.42945 6.02180 0.50
H 1.95282 -1.64183 4.99293 0.29
H -0.81093 -2.64179 4.23244 0.36
H 0.74573 -3.01926 3.49915 0.13
H -2.62150 -1.41710 0.97442 -2.75
H -1.04891 -2.92446 -0.86716 -0.10
H -2.75576 -2.50257 -0.96980 0.17
H -1.58418 -5.01708 0.28320 0.08
H -2.46061 -4.89488 -1.22474 0.09
H -3.77261 -5.69096 0.87977 0.37
H -4.53362 -4.50356 -0.17225 0.49
H -4.37760 -4.14770 2.53216 0.54
H -4.44691 -2.81248 1.38697 -0.21
H -1.84111 -3.97264 2.43168 0.12
H -2.63932 -2.52711 3.05886 0.45
Cl 1.56356 0.22851 -5.27749 -0.21
C 0.01075 0.49398 -6.03593 0.34
C -1.12041 0.40448 -5.23526 -1.31
C -2.30156 0.61458 -5.93488 1.16
Cl -3.80339 0.50178 -5.04226 -0.29
C -2.38964 0.90414 -7.29415 -0.43
Cl -3.91391 1.17685 -8.08031 -0.22
C -1.21666 0.98318 -8.03812 0.61
Cl -1.27242 1.33966 -9.72971 -0.23
C 0.00249 0.77151 -7.40052 -0.46
Cl 1.46803 0.86702 -8.32453 -0.22
Cl -1.31807 -6.51450 -2.75218 -0.19
C 0.25372 -6.21832 -2.07744 0.25
Cl 0.65186 -7.24210 -0.73892 -0.16
Cl 1.78070 -7.05661 -3.82794 -0.57
C 0.59939 -4.87093 -1.94929 0.17
N 0.90310 -3.75474 -1.87513 -0.39
Cl -4.67792 -0.71833 1.96656 -0.38
Si -4.26878 -0.47022 -0.16958 0.29
Cl -5.85508 0.93979 -0.54288 -0.44
Cl -5.22893 -2.25668 -0.84841 -0.40
```

Values from the calculation:
M   1250.95 g/mol
Total charge   -2
Highest occupied orbital energy (spin up / spin down)   -2.81 / -2.45 eV
Kohn-Sham gap (spin up / spin down)   6.10 / 5.71 eV
2S+1   1